Molecular formula: C5H28N2O9
Method: DFT, ωB97M-V/def2-TZVPD

## Properties
orbital gap (alpha / beta): 9.950 / 5.433 eV
E_LUMO (alpha / beta): -3.79 / -8.11 eV
total energy: -27037.5556 eV
2S+1: 2
charge: +1

Cartesian coordinates (Å):
N 0.743 -0.565 2.572
C 0.568 -1.513 1.460
C 1.847 -1.887 0.755
C -0.279 -0.887 0.252
N -1.565 -1.545 0.114
C -2.585 -0.662 -0.541
C -3.008 0.489 0.334
O -2.262 1.423 0.474
H 1.231 -0.977 3.369
H 1.318 0.212 2.283
H 0.054 -2.389 1.823
H 2.522 -2.414 1.461
H 2.452 -1.057 0.306
H 1.673 -2.484 -0.137
H 0.209 -1.062 -0.701
H -0.412 0.205 0.444
H -1.435 -2.347 -0.479
H -2.272 -0.397 -1.564
H -3.405 -1.395 -0.700
H -3.910 0.444 0.974
H 0.125 1.663 -1.322
H -1.058 2.290 -0.634
O -0.428 2.451 -1.366
H -1.151 2.098 2.529
H -1.652 3.405 1.972
O -0.978 3.053 2.565
H -0.098 -2.327 -2.196
H 0.439 -3.621 -2.184
O -0.452 -3.236 -2.153
H 3.680 0.730 -1.194
H 2.693 1.349 -0.202
O 2.905 0.466 -0.671
H 0.527 1.616 -2.991
H -0.324 1.104 -4.178
O 0.432 0.887 -3.623
H 1.373 3.240 -0.140
H 1.468 2.851 1.330
O 1.800 2.613 0.453
H -1.272 0.612 3.305
H -1.772 -0.456 2.397
O -2.107 0.350 2.818
H 1.308 -0.556 -3.075
H 1.742 -0.617 -1.627
O 1.314 -1.154 -2.312

---

Molecular formula: C5H28NO11
Method: DFT, ωB97M-V/def2-TZVPD

## Properties
orbital gap: 9.396 eV
E_LUMO: 2.87 eV
total energy: -29653.8212 eV
charge: -1

Cartesian coordinates (Å):
C -1.025 0.447 -0.695
C 0.288 -0.283 -0.468
C 0.097 -1.662 0.170
O -0.303 -1.378 1.508
C -2.078 -0.209 -1.471
N -3.179 -0.766 -0.902
C -3.479 -0.900 0.511
O -2.032 -0.301 -2.699
H -1.314 0.778 0.306
H -0.712 1.387 -1.200
H 0.745 -0.677 -1.404
H 1.017 0.380 -0.007
H -0.701 -2.132 -0.379
H 1.041 -2.247 0.027
H -3.905 -1.195 -1.471
H -2.616 -0.606 1.119
H -3.699 -1.881 0.886
H -4.422 -0.421 0.904
H 0.483 2.327 0.933
H -0.199 3.729 1.045
O -0.387 2.790 1.125
H -0.414 0.720 3.000
H -1.378 1.175 1.967
O -1.371 0.820 2.899
H 2.990 0.926 0.259
H 4.318 0.203 -0.315
O 3.355 0.199 -0.391
H 0.480 -1.099 2.013
H 2.359 1.468 3.190
O 2.011 0.614 2.923
H -0.650 -2.340 -2.280
H 0.474 -3.325 -2.179
O 0.095 -2.667 -2.791
H -2.240 -0.701 3.219
H -1.409 -1.822 3.819
O -2.318 -1.632 3.560
H 2.030 1.221 -3.731
H 0.517 1.460 -3.571
O 1.227 1.529 -4.225
H 2.052 0.804 1.926
H 2.466 2.898 1.021
O 2.139 2.042 0.731
H 3.320 0.238 -2.186
H 3.001 -0.360 -3.550
O 3.326 0.450 -3.145

---

Molecular formula: C5H28NO11
Method: DFT, ωB97M-V/def2-TZVPD

## Properties
orbital gap: 8.846 eV
E_LUMO: 2.84 eV
total energy: -29650.9736 eV
charge: -1

Cartesian coordinates (Å):
C 2.280 -1.359 0.404
N 1.098 -0.463 0.388
C -0.244 -1.016 0.596
C -0.423 -2.227 1.585
C -1.812 -2.695 1.979
O -1.999 -3.863 1.647
C -1.253 0.065 1.009
O -1.530 0.844 -0.144
H 3.108 -0.866 -0.107
H 2.143 -2.319 -0.281
H 2.555 -1.902 1.368
H 1.057 0.526 0.827
H -0.453 -1.469 -0.441
H 0.228 -3.113 1.359
H 0.085 -1.773 2.513
H -2.606 -2.046 2.376
H -0.799 0.689 1.734
H -2.257 -0.472 1.097
H -3.456 0.501 -0.300
H -4.798 0.565 -0.765
O -4.385 0.214 -0.123
H -1.053 -2.400 -1.791
H -2.440 -2.681 -1.293
O -1.774 -3.053 -1.868
H 1.131 2.269 -2.496
H 2.220 2.202 -3.388
O 1.298 1.982 -3.438
H 0.894 0.181 -3.242
H 1.292 -0.371 -1.832
O 1.010 -0.634 -2.728
H -0.811 1.592 -0.099
H -0.632 3.051 0.927
O 0.130 2.591 0.959
H 1.939 0.827 4.010
H 1.992 0.308 2.518
O 2.064 -0.017 3.449
H 2.739 2.890 1.081
H 1.582 2.354 2.069
O 2.467 2.310 1.919
H 0.827 2.796 0.066
H 2.264 3.576 -0.995
O 1.687 2.871 -0.876
H -1.117 -0.527 -3.122
H -2.358 0.326 -2.939
O -1.890 -0.264 -3.610